Entry 1:
C3H6N | wB97M-V/def2-TZVPD

```
10
Properties=species:S:1:pos:R:3:forces:R:3:lowdin_charge:R:1
N -0.5813 0.2104 -0.1175 6.932 -2.082 1.874 0.174
C 1.9614 -0.0094 -0.0410 3.893 0.214 0.404 0.006
C 0.6029 0.0609 0.0219 -8.967 1.478 -2.455 0.021
C -1.9687 -0.0506 0.0168 -0.154 0.750 2.473 0.007
H -2.3721 0.8645 0.4236 -0.343 0.067 0.758 0.115
H -2.2925 0.0132 -0.9309 -1.585 -0.508 -3.527 0.065
H -2.3211 -0.9601 0.5564 0.973 0.662 -0.356 0.145
H 2.5049 0.9489 -0.4527 -1.249 -1.816 0.805 0.182
H 2.1310 -0.1190 1.0515 1.014 0.151 -0.295 0.135
H 2.3355 -0.9588 -0.5280 -0.513 1.084 0.320 0.151
```
Forces are in eV/Å.

frontier orbital gap	12.44	eV
charge	+1
LUMO	-4.8	eV
energy above the lowest of the compared OMol25 structures with the same formula, charge and spin	15.40	kcal per mole
structure (SMILES)	CC#[N+]C

***

Entry 2:
C29H50BrN3O12S5 | wB97M-V/def2-TZVPD

```
100
Properties=species:S:1:pos:R:3:forces:R:3:lowdin_charge:R:1
Br -2.3668 -5.3235 0.1452 0.182 0.291 0.149 0.687
S 0.2131 3.8169 1.7122 0.241 0.540 0.377 0.683
S 2.1757 3.5596 6.8568 -0.246 -0.082 0.300 0.675
S -2.6026 -7.5069 -6.3846 -0.191 0.056 0.260 0.661
S -2.9987 -0.7454 -6.1469 -0.037 0.093 -0.550 0.668
S 5.7504 3.3911 2.6676 -0.072 -0.405 0.209 0.669
O -3.6727 -7.3540 -7.3384 0.172 -0.057 -0.212 -0.331
O 0.8441 -3.7936 -2.6039 -1.934 0.829 -0.017 0.167
O -3.4394 -2.7530 -1.6725 -0.013 -0.210 0.062 -0.107
O 1.1303 3.6833 5.8705 0.115 -0.174 0.257 -0.325
O 4.8789 4.1951 3.4875 0.258 0.204 -0.136 -0.325
O 0.2402 2.4215 2.0871 -0.015 0.112 -0.063 -0.324
O -3.7015 -1.9802 -5.9106 0.013 -0.026 0.198 -0.327
O -1.2665 -7.8564 -6.8006 -0.049 -0.002 -0.185 -0.327
O 3.5383 3.2865 6.4789 -0.027 -0.023 -0.207 -0.313
O -0.7843 4.3366 0.8055 -0.100 -0.376 -0.080 -0.328
O -2.5019 0.0672 -5.0649 -0.042 -0.140 0.155 -0.317
O 6.5298 3.9604 1.5978 -0.089 0.220 0.037 -0.313
N -1.5317 -4.0305 -2.4117 0.693 2.009 0.417 0.144
N -2.5536 -2.6739 0.9621 -0.074 0.601 -0.597 -0.011
N -3.6481 -0.6197 0.8612 0.613 0.491 -0.026 0.165
C 2.0775 3.0154 9.4200 0.057 0.101 -0.028 -0.220
C 5.7610 0.8115 2.1906 0.109 0.027 0.038 -0.216
C -2.9746 -6.4967 -3.9439 -0.047 -0.116 0.094 -0.219
C 4.8243 2.0028 2.0202 -0.068 -0.330 -0.089 -0.235
C -2.9736 0.8436 -8.2312 0.114 -0.041 0.035 -0.220
C -2.3417 1.3656 0.4713 1.080 1.413 -0.426 -0.073
C -1.6602 -1.0375 -7.3082 0.223 0.006 -0.352 -0.215
C 1.6781 2.3701 8.0968 -0.020 -0.122 0.339 -0.227
C 1.6715 4.4903 9.3052 -0.039 -0.066 0.009 -0.212
C -2.0626 -0.3316 -8.6091 -0.080 0.023 -0.022 -0.212
C 1.7168 5.0004 3.4995 0.149 0.058 -0.560 -0.235
C -3.4849 0.6868 0.7123 -2.416 0.749 0.284 -0.148
C -2.1116 -2.9720 -1.4740 -0.010 0.012 0.168 -0.441
C 2.3782 5.3065 2.1503 -0.081 0.300 -0.023 -0.205
C 2.1522 4.9935 7.9382 -0.065 0.238 0.333 -0.214
C -3.9801 0.2843 -7.2302 -0.036 0.279 -0.256 -0.227
C -1.8200 -3.4098 -0.0288 -0.662 -0.515 0.508 -0.622
C -1.2664 -0.6571 0.5811 1.496 0.230 -0.291 -0.029
C 6.8356 2.4269 3.7239 0.172 -0.333 0.225 -0.214
C -2.5182 -6.0508 -5.3373 -0.065 0.263 0.327 -0.219
C -3.6638 -2.0350 -2.8776 -0.189 0.156 -0.075 -0.064
C -2.4909 -1.2262 0.7827 -0.520 -2.678 0.528 -0.349
C -0.3369 -3.7649 -2.5200 2.001 -2.419 -0.518 -0.308
C 1.8478 4.2848 1.1384 0.339 0.244 -0.075 -0.205
C -1.1439 0.6970 0.3881 -0.621 -0.494 -0.111 -0.051
C 6.3846 0.9678 3.5832 -0.079 -0.029 -0.011 -0.210
C -3.1149 -8.6425 -5.0997 0.034 -0.158 0.349 -0.234
C 0.2352 4.8033 3.1996 0.110 0.192 0.286 -0.223
C -2.6386 -7.9866 -3.8068 0.028 0.101 -0.076 -0.218
H 3.4628 5.2647 2.2204 -0.151 0.023 -0.012 0.082
H 2.4616 3.3863 1.1153 -0.115 -0.075 0.030 0.079
H 2.1372 4.0916 3.9126 0.062 -0.046 0.004 0.081
H 5.6358 0.7396 4.3444 -0.010 0.032 -0.011 0.117
H -1.5379 -2.1089 -7.4471 -0.029 -0.019 0.168 0.103
H -0.2533 5.7514 2.9728 -0.039 -0.045 -0.090 0.110
H 0.5846 4.5742 9.3672 0.006 -0.013 -0.015 0.117
H 7.8553 2.5686 3.3706 -0.046 0.098 -0.082 0.105
H -4.2021 -8.7091 -5.1319 0.002 0.029 -0.071 0.106
H 3.9270 1.8895 2.6306 0.008 0.066 0.018 0.111
H -4.7119 -0.3564 -7.7215 0.009 -0.052 0.065 0.109
H -2.6739 -9.6205 -5.2795 0.009 0.041 -0.172 0.105
H -1.1849 -0.0007 -9.1623 0.006 -0.018 0.011 0.114
H 6.7432 2.7843 4.7466 -0.030 0.162 -0.065 0.103
H -3.1165 -8.4301 -2.9343 0.010 -0.004 -0.003 0.114
H -3.4908 -2.6593 -3.7456 -0.022 -0.168 -0.058 0.058
H 2.1728 1.4198 7.9104 0.013 0.043 -0.160 0.108
H -0.7527 -0.6124 -6.8835 -0.064 0.015 0.109 0.105
H 1.4834 5.7421 7.5205 0.061 -0.037 -0.150 0.103
H -4.0537 -6.3565 -3.8471 0.002 -0.012 -0.022 0.123
H 3.1580 2.9395 9.5608 -0.008 -0.039 -0.008 0.119
H -0.7527 -3.4131 0.1950 0.174 -0.290 -0.526 0.089
H -1.5720 -2.0452 -1.7095 0.040 0.088 0.345 0.141
H 1.7692 4.7043 0.1381 -0.121 -0.136 -0.042 0.105
H 3.1651 5.3886 7.9880 0.032 -0.080 -0.106 0.107
H 0.5972 2.2508 8.0256 0.006 0.017 -0.073 0.109
H 1.8756 5.8026 4.2178 0.000 -0.025 0.025 0.121
H 6.5438 0.8404 1.4293 -0.036 0.008 -0.028 0.120
H -2.4964 -5.9001 -3.1696 -0.107 -0.072 -0.084 0.063
H 2.1074 6.3157 1.8277 -0.065 -0.040 -0.037 0.119
H -1.5585 -8.1134 -3.7013 -0.011 -0.041 -0.001 0.120
H 7.2195 0.2841 3.7303 0.006 0.018 0.006 0.114
H 2.0916 5.0886 10.1123 -0.002 0.014 -0.017 0.114
H -2.6109 -1.0251 -9.2497 -0.006 -0.002 0.020 0.118
H -0.2127 1.1873 0.1991 0.221 0.040 -0.028 0.095
H -1.4855 -5.7049 -5.3292 0.027 -0.089 -0.088 0.100
H 1.5930 2.5268 10.2639 0.008 -0.010 -0.007 0.116
H -2.2578 -2.9193 1.8963 -0.014 -0.185 0.028 0.114
H -0.2988 4.2852 3.9913 -0.042 -0.113 -0.090 0.094
H 4.5533 2.1950 0.9842 0.037 0.144 0.020 0.104
H -0.3845 -1.2778 0.5699 0.105 -0.189 0.016 0.115
H -3.1632 -5.2781 -5.7498 0.058 -0.031 -0.145 0.098
H -2.3825 1.6342 -7.7635 -0.040 0.015 0.011 0.119
H -4.3919 1.2742 0.7981 -0.162 -0.001 -0.035 0.109
H -4.4842 1.0517 -6.6473 0.011 -0.098 0.132 0.109
H -3.0159 -1.1583 -2.9565 0.105 0.001 0.150 0.078
H -2.3709 2.4356 0.3481 -0.075 0.165 0.032 0.093
H -3.4714 1.2663 -9.1026 -0.007 0.006 0.012 0.115
H 5.2276 -0.1324 2.0891 -0.006 0.011 -0.012 0.117
H -4.6903 -1.6830 -2.8772 -0.119 -0.146 0.078 0.103
```
Forces are in eV/Å.

frontier orbital gap	9.31	eV
charge	0
LUMO	0.3	eV
structure (SMILES)	CO[C@H](N=C=O)[C@H](Br)Nc1ccccn1.O=S1(=O)CCCC1.O=S1(=O)CCCC1.O=S1(=O)CCCC1.O=S1(=O)CCCC1.O=S1(=O)CCCC1

***

Entry 3:
C44H43BHoN4P2Si | wB97M-V/def2-TZVPD

```
96
Properties=species:S:1:pos:R:3:forces:R:3:lowdin_charge:R:1
Ho -0.7076 -1.0970 -0.6436 -0.840 -0.424 0.376 1.272
P 0.5092 -0.4217 2.1495 -0.290 -0.229 -0.911 1.006
P -2.0007 1.1737 0.7396 0.444 -0.130 -0.267 0.978
Si 1.5960 -1.4156 -2.2512 0.191 0.023 0.094 0.569
N -2.3565 -1.0153 -2.2590 0.154 -0.092 0.095 -0.133
N -1.7783 -3.1626 -0.0580 -0.015 -0.072 -0.172 -0.107
N -2.4988 -3.9033 -0.9459 0.082 0.062 -0.126 -0.069
N -2.6388 -2.1640 -2.9291 0.228 -0.018 -0.057 -0.081
C -5.7879 3.6165 -0.1485 0.016 0.014 -0.030 -0.065
C 1.0515 4.6089 0.7605 0.049 0.003 -0.032 -0.063
C -3.5437 2.9462 -0.6852 0.006 0.004 -0.017 -0.097
C 1.6112 -1.8586 2.1921 0.183 0.052 0.173 -0.364
C 5.6212 -1.1953 -1.1829 0.025 0.011 0.033 -0.081
C 1.2071 1.0049 5.8963 -0.008 -0.019 -0.008 -0.061
C -2.5764 -0.5383 -4.4426 -0.033 -0.028 0.013 -0.037
C 0.2357 2.5440 -0.1422 0.123 -0.053 -0.070 -0.140
C 1.2772 2.0614 -4.5325 -0.011 -0.025 0.022 -0.085
C -2.3086 -0.0374 -3.1847 -0.001 0.233 0.146 -0.156
C 3.6015 -3.7906 1.7966 -0.063 0.013 -0.031 -0.055
C -4.6711 3.6933 -0.9723 -0.022 -0.009 0.009 -0.063
C 4.4724 0.4245 0.1599 -0.017 -0.042 -0.013 -0.090
C 0.7397 1.6161 -5.7321 -0.008 0.013 -0.020 -0.087
C 1.7860 2.2410 5.6284 0.012 0.025 0.006 -0.059
C 1.4327 -2.9050 1.2929 -0.038 -0.164 -0.314 -0.157
C 2.4062 -3.8707 1.0955 0.029 0.070 0.109 -0.053
C 0.7764 -0.6389 -4.8967 0.012 0.028 0.009 -0.130
C 3.2732 0.0422 -0.4270 -0.066 0.092 0.060 -0.150
C -1.2448 -0.8731 2.5319 -0.019 0.253 0.322 -0.411
C -2.7700 -1.8934 -4.2289 -0.027 0.045 0.032 -0.059
C 0.9938 0.6086 3.5357 0.002 0.139 0.009 -0.391
C 2.8231 -1.7824 2.8774 0.003 -0.065 0.085 -0.076
C 1.1557 3.5834 -0.1695 -0.102 0.008 0.082 -0.066
C -0.7695 2.5061 0.8191 -0.085 0.165 0.007 -0.413
C -4.6426 2.0339 1.2509 -0.052 0.051 -0.044 -0.081
C -3.5201 2.1138 0.4339 -0.154 -0.182 0.204 -0.366
C 0.4965 0.2625 -5.9139 0.015 -0.004 0.016 -0.096
C -1.6308 -3.9520 1.0340 -0.033 0.087 0.032 -0.175
C 1.9840 2.6548 4.3208 0.015 -0.054 -0.009 -0.059
C 0.0339 4.5964 1.7063 -0.012 -0.059 0.029 -0.067
C -2.2389 -5.1739 0.8543 0.009 0.071 0.015 -0.022
C 1.5621 1.1527 -3.5225 -0.043 0.032 0.002 -0.127
C 1.3145 -0.2141 -3.6800 0.054 -0.012 -0.138 -0.375
C 4.4199 -1.5632 -1.7699 -0.026 0.013 0.047 -0.104
C 5.6518 -0.1982 -0.2174 -0.007 -0.019 -0.017 -0.086
C 3.8043 -2.7440 2.6824 -0.003 -0.019 -0.014 -0.055
C 0.8133 0.1846 4.8536 -0.010 0.116 -0.022 -0.084
C 1.5891 1.8359 3.2710 0.097 0.047 0.062 -0.090
C 3.2150 -0.9523 -1.4064 0.153 0.020 -0.013 -0.365
C -5.7728 2.7891 0.9603 0.054 -0.064 0.013 -0.066
C -0.8727 3.5495 1.7377 0.029 -0.027 -0.055 -0.080
C -2.1120 0.4056 2.4162 -0.123 -0.025 0.094 -0.368
C -2.7741 -5.0911 -0.4212 -0.020 0.021 -0.075 -0.070
B -3.1465 -3.5163 -2.3352 -0.055 0.100 0.067 -0.379
H 0.3849 -0.7873 5.0648 -0.032 -0.017 0.002 0.114
H -4.3372 -3.4425 -2.1672 0.005 0.047 0.051 0.077
H 1.8265 -2.7617 -2.8499 -0.031 -0.004 -0.076 -0.039
H 0.3214 1.7672 -0.9034 -0.047 0.014 0.072 0.063
H -4.6561 1.3939 2.1216 0.002 -0.004 0.026 0.092
H -3.0187 -2.6844 -4.9138 -0.017 -0.033 -0.056 0.134
H 2.4492 3.6084 4.1117 0.005 0.026 0.016 0.111
H 1.4902 3.1133 -4.3925 0.006 0.032 0.005 0.102
H -4.6790 4.3380 -1.8398 -0.007 0.024 -0.025 0.112
H 1.9374 3.5935 -0.9163 0.036 0.011 -0.030 0.111
H 1.7589 5.4269 0.7412 0.012 0.020 -0.006 0.113
H -6.6376 2.7240 1.6056 -0.026 0.007 0.008 0.111
H -1.0864 -3.6058 1.8948 0.009 -0.045 0.041 0.094
H 2.0176 1.5136 -2.6050 0.032 -0.002 0.032 0.079
H 2.2309 -4.6686 0.3873 0.012 -0.025 -0.019 0.119
H -1.6723 3.5542 2.4685 -0.027 -0.005 0.025 0.118
H 1.0708 0.6795 6.9183 -0.001 0.001 0.028 0.112
H 3.0195 -0.9644 3.5575 -0.031 0.019 -0.001 0.105
H -6.6669 4.2032 -0.3737 -0.028 0.021 -0.013 0.111
H -3.1498 0.1034 2.5672 0.009 0.062 0.007 0.077
H -2.8410 -4.3673 -3.1271 -0.036 -0.020 0.018 0.079
H 2.0925 2.8777 6.4471 0.005 0.011 0.020 0.112
H 1.7575 2.1451 2.2463 -0.057 0.030 -0.019 0.091
H -2.2898 -5.9976 1.5413 0.008 -0.029 0.033 0.107
H -0.0557 5.4044 2.4189 0.011 0.031 0.020 0.114
H 6.5903 0.0913 0.2348 0.035 0.012 0.019 0.103
H 6.5394 -1.6819 -1.4835 0.023 -0.019 -0.012 0.105
H 0.0940 -0.0927 -6.8538 -0.005 -0.010 -0.027 0.107
H 4.3724 -4.5321 1.6415 0.025 -0.011 -0.002 0.113
H 0.5277 -3.0216 0.7002 0.108 0.103 0.116 0.026
H 4.7391 -2.6642 3.2194 0.025 0.001 0.021 0.113
H 2.3622 0.5457 -0.1036 0.028 -0.059 -0.039 0.049
H -3.3509 -5.7998 -0.9891 -0.021 -0.060 -0.015 0.137
H -1.8667 1.1388 3.1880 0.036 -0.059 0.013 0.090
H -2.6742 3.0280 -1.3277 0.033 -0.006 0.010 0.103
H 4.4221 -2.3380 -2.5262 -0.022 -0.025 -0.039 0.096
H 0.5287 2.3186 -6.5269 -0.008 0.018 -0.020 0.103
H -2.0820 0.9781 -2.8884 0.029 -0.029 -0.026 0.106
H 4.4852 1.2020 0.9133 -0.004 0.035 0.030 0.099
H -1.6429 -1.5985 1.8106 0.102 -0.002 0.120 0.016
H -1.3699 -1.3266 3.5198 -0.011 -0.009 -0.079 0.095
H 0.5787 -1.6923 -5.0580 0.007 -0.044 -0.001 0.099
H -2.6111 -0.0026 -5.3724 0.008 0.015 -0.035 0.108
```
Forces are in eV/Å.

frontier orbital gap (spin up / spin down)	7.53 / 7.53	eV
charge	+1
LUMO (spin up / spin down)	-2.4 / -2.3	eV
energy above the lowest of the compared OMol25 structures with the same formula, charge and spin	10.43	kcal per mole
multiplicity	5

***

Entry 4:
C6H13NO | wB97M-V/def2-TZVPD

```
21
Properties=species:S:1:pos:R:3:forces:R:3:lowdin_charge:R:1
O 1.3053 -0.9436 -3.4503 0.029 -0.794 0.162 0.041
N 0.6237 -1.1475 -1.2234 -1.288 1.396 -2.982 0.034
C -0.6390 0.3263 -2.9194 -0.709 -0.803 -0.011 -0.026
C -0.9018 0.5434 2.5988 -0.003 -3.109 5.640 -0.138
C 0.5373 0.3003 2.3022 0.273 1.650 -1.602 -0.257
C -0.1198 -0.5715 -0.1024 -0.896 -1.918 -0.308 -0.256
C 0.4839 -0.7069 -2.5987 0.474 1.371 2.125 -0.485
C 0.7634 0.3096 0.7358 2.361 -0.669 0.712 -0.176
H -0.6734 0.3902 -4.0506 -0.248 -0.254 1.451 0.092
H -1.6309 -0.0214 -2.4433 1.395 0.845 -1.030 0.092
H -0.9840 0.9059 3.6898 -0.015 0.735 -1.842 0.100
H -1.4093 -0.4429 2.9057 0.194 1.100 -1.730 0.100
H 1.4930 -1.5886 -0.9910 0.262 -0.177 -0.201 0.119
H -0.6016 -1.4589 0.3515 0.522 0.506 0.814 0.128
H 1.8135 -0.0720 0.4703 -1.157 0.745 0.810 0.125
H -0.9939 -0.0401 -0.4422 -0.064 0.330 -0.488 0.090
H -1.3146 1.0930 1.8563 -2.086 1.783 -1.693 0.030
H -0.3601 1.3535 -2.5655 -0.234 -1.021 0.015 0.087
H 0.7157 1.2982 0.2490 0.059 0.008 0.751 0.115
H 0.7781 -0.5945 2.7873 0.910 -1.667 0.140 0.080
H 1.1146 1.0675 2.8401 0.222 -0.055 -0.735 0.105
```
Forces are in eV/Å.

frontier orbital gap	10.26	eV
charge	0
LUMO	0.9	eV
energy above the lowest of the compared OMol25 structures with the same formula, charge and spin	39.85	kcal per mole
structure (SMILES)	CCCCNC(C)=O

***

Result set for maximum force: 9.4, 3.2, 1.0, 6.4 eV Å⁻¹, one per record in the order listed.
Result set for total energy: -172.334071, -6767.021984, -3866.475057, -366.370397 Ha, one per record in the order listed.